Record 1
ORCA calculation (the ωB97M-V functional and the def2-TZVPD basis) on an isolated molecule of C5H8O2.

Its total energy is -345.72079 a.u. The total charge is 0. The structure (SMILES) is C=C1COCCO1. The energy above the lowest of the compared OMol25 structures with the same formula, charge and spin is 52.8 kcal per mole. The calculation puts the orbital gap at 9.8857 eV. The value obtained for the highest occupied orbital energy is -8.890 eV.

Geometry (Å):
C  -0.8576  0.8626  -1.9880
C  -0.4654  0.4393  -0.7880
C  0.1275  1.2244  0.2805
O  1.0769  0.5115  0.9900
C  0.4971  -0.6947  1.5174
C  0.2446  -1.4906  0.2821
O  -0.7721  -0.8327  -0.4709
H  -1.1235  0.1187  -2.7350
H  -0.7404  1.9618  -2.3196
H  0.5952  2.1142  -0.0412
H  -0.7198  1.4994  0.9424
H  -0.3890  -0.4955  2.1983
H  1.4213  -1.0242  2.1043
H  1.1548  -1.6266  -0.3915
H  -0.0495  -2.5677  0.4193

Cartesian forces (eV/Å) of the 6 atoms listed first:
0.9481 1.8269 -0.7441
-0.8423 0.3306 -2.2522
-1.1076 0.6763 1.2636
-0.0639 0.0316 1.0456
2.7147 0.3952 0.9834
0.1677 -2.3926 -0.9718


Record 2
ORCA calculation (the ωB97M-V functional and the def2-TZVPD basis) on an isolated molecule of C5H8O2.

Its total energy is -345.72305 a.u. The total charge is 0. The structure (SMILES) is O[C@H]1C[C@]2(CO2)C1. The energy above the lowest of the compared OMol25 structures with the same formula, charge and spin is 51.4 kcal per mole. The calculation puts the orbital gap at 11.0254 eV. The value obtained for the highest occupied orbital energy is -10.130 eV.

Geometry (Å):
O  -2.2945  0.4599  1.0954
C  -1.1453  -0.2785  0.7698
C  0.2350  0.3700  1.0604
C  0.6291  0.0828  -0.3856
C  1.9171  -0.3090  -0.9486
O  1.3667  0.9847  -1.1817
C  -0.7771  -0.3921  -0.7375
H  -2.2279  1.3209  0.6635
H  -1.2746  -1.2529  1.2533
H  0.1628  1.4449  1.2641
H  0.8394  -0.1016  1.8408
H  2.8041  -0.3304  -0.3146
H  1.9477  -0.9646  -1.8201
H  -1.3126  0.3421  -1.3501
H  -0.8700  -1.3761  -1.2093

Cartesian forces (eV/Å) of the 6 atoms listed first:
-0.0212 0.1688 -0.0403
0.0698 -0.2968 -0.0693
0.0979 0.0264 0.0801
-0.0553 -0.1332 0.1116
0.1528 -0.2876 0.0241
-0.0307 0.2157 -0.0901


Record 3
ORCA calculation (the ωB97M-V functional and the def2-TZVPD basis) on a structure of composition C5H8O2.

Its total energy is -345.61955 a.u. The total charge is 0. The energy above the lowest of the compared OMol25 structures with the same formula, charge and spin is 116.3 kcal per mole. The calculation puts the orbital gap at 8.9708 eV. The value obtained for the highest occupied orbital energy is -8.055 eV.

Geometry (Å):
C  0.5999  -0.7858  1.0313
O  0.3420  -1.6696  -0.0789
C  0.8943  -1.2616  -1.2094
C  0.4124  1.1941  -0.5698
C  -0.0508  0.5758  0.7507
C  -1.3525  0.3386  -0.0169
O  -0.6317  0.4240  -1.2646
H  1.6759  -0.7040  1.2112
H  0.1187  -1.2616  1.8931
H  0.3642  -1.8378  -1.9968
H  0.1723  2.2516  -0.7156
H  1.4323  0.9669  -0.8763
H  -0.0473  1.2219  1.6335
H  -1.8629  -0.6162  0.1463
H  -2.0667  1.1637  0.0620

Cartesian forces (eV/Å) of the 6 atoms listed first:
0.0794 0.1589 0.2412
0.0607 0.0387 -0.2016
0.0449 -0.6116 0.1288
-0.1558 0.2429 -0.1516
0.0089 -0.0353 0.1463
-0.2485 0.0350 0.2303


Record 4
ORCA calculation (the ωB97M-V functional and the def2-TZVPD basis) on an isolated molecule of C5H8O2.

Its total energy is -345.76420 a.u. The total charge is 0. The structure (SMILES) is OC1=CC[C@@H](O)C1. The energy above the lowest of the compared OMol25 structures with the same formula, charge and spin is 25.6 kcal per mole. The calculation puts the orbital gap at 9.3112 eV. The value obtained for the highest occupied orbital energy is -8.443 eV.

Geometry (Å):
O  1.7027  -1.2169  1.6037
C  0.9085  -0.5706  0.7129
C  1.2563  0.3858  -0.1512
C  0.0273  1.1607  -0.5372
C  -1.1206  0.1482  -0.3168
O  -1.4751  -0.4857  -1.5342
C  -0.5491  -0.9274  0.6321
H  2.4588  -0.6317  1.7553
H  2.2638  0.5991  -0.4886
H  0.0239  1.5784  -1.5512
H  -0.0812  2.0051  0.1593
H  -2.0052  0.6292  0.1258
H  -1.7050  0.2175  -2.1554
H  -1.0600  -0.9842  1.5989
H  -0.6452  -1.9076  0.1467

Cartesian forces (eV/Å) of the 6 atoms listed first:
0.2283 -0.0685 -0.1135
-0.1381 0.1663 -0.2871
-0.0100 -0.0292 0.1446
-0.0492 0.0766 -0.0861
0.0633 0.1217 0.3187
-0.1332 0.0742 -0.2076


Record 5
ORCA calculation (the ωB97M-V functional and the def2-TZVPD basis) on a cluster of 2 separate species, C5H8O2 in total.

Its total energy is -345.63198 a.u. The total charge is 0. The structure (SMILES) is C=CO[C@H]1C=C1O.[H][H]. The energy above the lowest of the compared OMol25 structures with the same formula, charge and spin is 108.5 kcal per mole. The calculation puts the orbital gap at 9.3057 eV. The value obtained for the highest occupied orbital energy is -8.743 eV.

Geometry (Å):
C  0.7712  -2.0378  1.0714
C  0.0234  -0.9408  0.9966
O  0.4619  0.2717  1.4201
C  -0.0722  1.4122  0.7648
C  0.1789  1.6660  -0.6903
C  -1.0271  1.3270  -0.3363
O  -2.2962  1.0309  -0.6259
H  1.7951  -1.9956  1.4283
H  0.3542  -2.9992  0.7937
H  -1.0051  -0.9631  0.6309
H  -0.0798  2.2191  1.4987
H  0.9164  1.9303  -1.4312
H  -2.4063  1.0652  -1.5876
H  1.0942  -1.1489  -1.6676
H  1.2164  -1.0410  -2.3949

Cartesian forces (eV/Å) of the 6 atoms listed first:
-0.1033 0.1385 0.0316
0.0141 -0.2956 -0.0409
0.0887 -0.1036 -0.0003
-0.1512 0.2504 0.1431
-0.1929 -0.0615 -0.0876
0.3643 0.0291 0.0275


Record 6
ORCA calculation (the ωB97M-V functional and the def2-TZVPD basis) on an isolated molecule of C5H8O2.

Its total energy is -345.68293 a.u. The total charge is 0. The structure (SMILES) is C/C=C(/C)C(=O)O. The energy above the lowest of the compared OMol25 structures with the same formula, charge and spin is 76.6 kcal per mole. The calculation puts the orbital gap at 10.7302 eV. The value obtained for the highest occupied orbital energy is -9.839 eV.

Geometry (Å):
C  -1.8152  -1.1253  -0.1178
C  -1.1235  0.2114  -0.0250
C  0.1262  0.4691  0.0579
C  0.7644  1.7868  0.1699
C  1.1124  -0.7137  0.1322
O  1.3812  -1.4313  1.0761
O  1.8235  -0.8353  -0.9984
H  -2.3593  -1.2811  -1.0252
H  -2.3475  -1.5105  0.5186
H  -1.0985  -1.8346  0.0796
H  -1.7915  1.1067  0.0075
H  1.2432  1.8778  1.3663
H  1.6980  2.0482  -0.5736
H  0.0396  2.6452  0.0880
H  2.3473  -1.4132  -0.7561

Cartesian forces (eV/Å) of the 6 atoms listed first:
5.3098 4.2294 -6.0907
-4.9592 0.7042 0.3883
3.5817 -1.6184 0.2007
2.9733 2.7595 2.0307
-0.2194 0.8204 0.7897
-0.7803 0.7595 -0.6105


Record 7
ORCA calculation (the ωB97M-V functional and the def2-TZVPD basis) on a cluster of 2 separate species, C5H8O2 in total.

Its total energy is -345.74730 a.u. The total charge is 0. The structure (SMILES) is CC(=O)O.C#CC. The energy above the lowest of the compared OMol25 structures with the same formula, charge and spin is 36.2 kcal per mole. The calculation puts the orbital gap at 10.9392 eV. The value obtained for the highest occupied orbital energy is -10.114 eV.

Geometry (Å):
C  -0.8318  -2.6176  4.3142
C  0.1541  -2.3595  3.2143
O  0.3830  -3.0852  2.2724
O  0.7909  -1.1726  3.3956
H  -1.3394  -3.5834  4.1525
H  -1.5934  -1.8202  4.3422
H  -0.3190  -2.6487  5.2902
H  1.4174  -1.0896  2.6259
C  3.6727  0.2788  0.7929
C  3.4532  -0.7504  0.1852
C  3.1893  -1.9879  -0.5454
H  3.8675  1.1908  1.3317
H  3.8225  -2.0431  -1.4469
H  2.1316  -2.0319  -0.8552
H  3.4062  -2.8623  0.0910

Cartesian forces (eV/Å) of the 6 atoms listed first:
-0.5106 -0.4306 0.3102
0.2300 -0.0166 -0.3236
-0.1165 0.4874 0.5825
0.5592 -0.4059 -1.1064
0.3179 0.4753 -0.0120
0.4073 -0.2387 0.0197


Record 8
ORCA calculation (the ωB97M-V functional and the def2-TZVPD basis) on an isolated molecule of C5H8O2.

Its total energy is -345.67817 a.u. The total charge is 0. The energy above the lowest of the compared OMol25 structures with the same formula, charge and spin is 79.6 kcal per mole. The calculation puts the orbital gap (spin up / spin down) at 8.2530 / 7.7962 eV. The value obtained for the highest occupied orbital energy (spin up / spin down) is -7.692 / -7.329 eV.

Geometry (Å):
C  -1.0065  0.3913  -1.4641
C  -0.1323  -0.4103  -0.5106
C  1.3381  -0.2034  -0.5653
O  1.8325  -0.4564  0.6095
C  0.9052  -0.6992  1.5538
C  -0.4062  -0.2167  1.0071
O  -0.6977  1.1303  1.3733
H  -0.6644  0.2898  -2.4996
H  -0.9891  1.4500  -1.1913
H  -2.0464  0.0514  -1.4177
H  -0.2786  -1.5025  -0.6528
H  2.0371  -0.1351  -1.3866
H  1.2729  -0.5422  2.5625
H  -1.2789  -0.7890  1.3270
H  0.1141  1.6420  1.2549

Cartesian forces (eV/Å) of the 6 atoms listed first:
-0.0134 0.0031 0.0055
-0.0789 -0.0956 -0.0380
-0.4338 0.2542 -0.7812
0.9107 -0.1848 0.6542
-0.2972 0.1616 0.2422
-0.1446 -0.3054 -0.0553